Version P
Below is a cluster of 2 separate species, C2H4P2 in total, with properties calculated with wB97M-V/def2-TZVPD.

Geometry (Å):
C1 1.864 0.801 -0.018
C2 1.264 0.869 1.179
P1 2.730 -0.218 1.191
P2 -2.814 -0.636 -0.900
H1 1.681 1.126 -1.087
H2 0.609 1.188 1.912
H3 -1.998 -1.621 -0.379
H4 -3.336 -1.508 -1.900

Lowest unoccupied orbital energy (spin up / spin down) ... 0.20 / -1.34 eV

Version Q
Below is a cluster of 2 separate species, C2H4P2 in total, with properties calculated with wB97M-V/def2-TZVPD.

Geometry (Å):
C1 -0.478 0.456 1.376
C2 -1.049 -0.021 0.325
P1 0.771 -0.391 -1.600
P2 1.613 -0.216 -3.452
H1 -1.138 0.644 2.241
H2 0.602 0.405 1.373
H3 -2.033 -0.182 0.266
H4 1.711 -0.694 -0.530

Lowest unoccupied orbital energy (spin up / spin down) ... -1.09 / -1.40 eV

Version R
Below is a structure of composition C2H4P2, with properties calculated with wB97M-V/def2-TZVPD.

Geometry (Å):
C1 -0.461 -1.208 0.280
C2 -0.033 1.047 -0.454
P1 -1.584 0.001 -0.029
P2 1.156 -0.501 -0.336
H1 -0.623 -2.258 0.416
H2 -0.076 1.605 -1.407
H3 0.079 1.798 0.515
H4 1.542 -0.484 1.015

Lowest unoccupied orbital energy ... 0.29 eV

Energies in kJ/mol, measured from the most stable structure: version P 271.7; version Q 322.3; version R 0.0.